Record 1
C3H4O | ωB97M-V/def2-TZVPD

Geometry as XYZ:
```
8
Properties=species:S:1:pos:R:3:mulliken_charge:R:1
O 2.028 -0.382 -1.216 -0.154
H -0.568 0.075 1.736 0.353
C -0.332 0.646 -0.314 -0.344
H -2.117 0.615 0.640 0.288
C -1.110 0.164 0.814 -0.654
C 1.463 -0.566 -0.168 -0.089
H 1.914 0.387 -1.881 0.353
H -1.277 -0.938 0.390 0.248
```

The HOMO-LUMO gap (spin up / spin down) comes out at 0.252 / 0.253 Ha. Its total charge is 0. As for the total energy: -5214.4657 eV. The HOMO energy (spin up / spin down) comes out at -7.0 / -7.0 eV.



Record 2
C36H105BInO21 | ωB97M-V/def2-TZVPD

Geometry as XYZ:
```
164
Properties=species:S:1:pos:R:3:mulliken_charge:R:1
H 6.694 0.075 -7.284 0.256
H 4.338 -3.344 -7.901 0.231
H -1.689 -12.033 1.158 0.265
H -0.062 0.013 4.082 0.010
H 3.522 -4.904 -8.151 0.250
H 3.100 -0.909 8.812 0.258
H 1.817 -0.759 0.489 0.311
C 1.767 -2.553 11.935 -0.493
H -4.392 3.425 -0.883 0.183
H -7.610 2.768 0.591 0.402
C 1.852 1.748 -0.048 -1.327
H 4.562 -4.052 5.207 0.258
H -6.397 5.530 -6.510 0.283
H -2.449 -8.461 -0.697 0.108
C -5.061 0.520 0.038 -0.017
O 3.332 -4.130 -6.271 -0.484
H -6.597 4.894 -3.870 0.263
B -0.032 3.174 2.794 0.145
C -1.739 -7.802 -1.205 0.042
H -4.127 9.599 -5.781 0.166
H -3.866 -3.988 0.970 0.326
O -6.839 6.229 -7.002 -0.440
O -3.835 -5.710 -2.856 -0.457
H -8.654 6.530 -7.890 0.218
O 5.414 -0.814 -5.964 -0.461
H -1.875 10.391 -7.797 0.282
H 4.642 2.555 4.184 0.221
H 8.431 -4.866 -0.295 0.281
H -4.082 -4.259 -4.316 0.279
C -3.757 0.333 0.498 -0.129
C 5.661 0.170 -6.956 -0.590
C 0.439 -0.716 4.731 -0.523
H 0.616 -0.242 5.713 0.178
H 3.590 -2.635 12.605 0.292
O -1.291 3.663 3.226 -0.538
C 4.146 2.543 -2.742 -0.578
H -6.050 3.438 -1.488 0.278
O -1.325 -8.392 -2.432 -0.533
H 6.668 -3.115 4.021 0.269
H -2.921 2.173 6.626 0.276
H 2.559 -3.413 -8.056 0.233
H 3.622 3.495 -2.712 0.236
H 1.798 1.198 -0.998 0.402
C -4.564 -5.169 -3.950 -0.644
C -1.113 -11.170 0.815 -0.567
H -1.783 2.853 3.419 0.210
O 3.035 -1.960 12.204 -0.504
H 6.259 2.118 2.583 0.301
H -2.297 -3.432 0.377 0.292
H -8.068 4.854 -7.952 0.262
H 1.460 -0.622 9.437 0.111
O 3.221 1.522 -3.102 -0.399
H 0.951 3.980 4.575 0.252
C 7.989 -2.450 2.754 -0.516
C -5.038 9.064 -5.508 -0.306
H -0.046 -0.115 1.823 -0.534
C 1.483 -1.466 -4.786 -0.734
H 5.763 -3.934 -0.473 0.185
H -7.392 1.038 0.938 0.489
H -5.267 2.418 0.963 0.358
O 1.540 -1.580 7.631 -0.477
H 6.793 -4.481 6.900 0.250
H 1.887 -3.392 11.245 0.252
C -1.848 2.365 6.536 -0.268
H 2.473 0.128 -5.313 0.241
C -3.371 -3.426 0.163 -1.377
H -1.463 -10.269 1.326 0.275
C 3.076 -1.078 2.265 -0.602
H -8.703 5.527 -6.424 0.248
H 2.637 -2.088 2.245 0.388
H 4.149 -1.213 2.451 -0.090
In -0.032 1.561 1.166 1.002
C -3.944 -2.014 0.109 1.177
H -2.047 4.062 5.620 0.311
H -6.797 -0.467 -0.753 0.257
H -7.505 6.427 -3.856 0.291
H -5.790 -2.725 -0.702 0.399
H 3.082 1.548 1.767 -0.294
H 7.898 -3.292 2.065 0.202
C 1.237 3.805 3.520 -0.660
H 3.705 0.690 -3.119 0.259
H 8.148 -1.537 2.181 0.201
H 6.615 -4.857 -1.730 0.284
H 0.758 -1.394 -5.599 0.309
H 2.072 0.368 8.093 0.272
C 6.735 -4.142 -0.912 -0.491
H 1.558 4.781 3.119 0.299
H -1.936 1.027 -0.826 0.422
H -2.969 12.041 -8.992 0.268
O 6.798 -2.302 3.517 -0.375
H 4.563 2.332 -1.755 0.198
C -7.191 1.832 0.206 -1.885
H -3.568 10.401 -9.371 0.267
H -2.141 2.767 -0.409 0.276
H 1.068 -1.022 -3.880 0.281
H -2.174 -10.882 -0.784 0.295
O -3.054 1.423 0.916 -0.334
H 1.310 -2.899 12.866 0.296
H -5.175 9.870 -3.745 0.260
H 1.982 0.592 3.293 -0.535
O 7.575 -4.688 0.104 -0.513
H 3.524 -0.916 0.184 0.309
O 1.584 -1.316 4.167 -0.499
H -0.900 -9.228 -2.214 0.307
H -2.951 -5.918 -3.175 0.276
H 1.127 -1.803 11.480 0.165
C 3.443 -3.930 -7.672 -0.507
H -4.629 -5.899 -4.762 0.299
H 5.507 1.173 -6.546 0.217
O -1.600 3.759 6.419 -0.505
O -5.143 8.973 -4.086 -0.505
H 1.713 -2.512 -4.599 0.305
O 4.739 1.638 3.910 -0.360
H -2.223 -6.854 -1.418 -0.162
O -2.749 10.638 -7.480 -0.483
C -3.473 11.159 -8.589 -0.544
H -5.567 -4.927 -3.606 0.205
H 5.397 -3.448 7.278 0.233
H -2.179 -1.037 0.887 0.263
H 4.999 0.020 -7.815 0.245
C 2.446 -0.378 3.498 0.650
C -3.204 -0.940 0.526 -0.414
H -0.063 -11.326 1.047 0.223
C -5.233 -1.847 -0.378 -1.084
H -6.769 6.688 -1.688 0.278
H -5.002 8.059 -5.920 0.161
O 2.692 -0.797 -5.153 -0.496
H 7.160 -3.212 -1.298 0.247
C 2.078 -0.629 8.542 -0.457
H -1.345 2.002 7.430 0.227
H 3.978 1.244 0.247 0.131
H 6.178 0.425 3.128 -0.008
H -1.453 1.833 5.664 -0.029
H 2.118 3.149 3.534 -0.101
H -5.722 6.438 -3.720 0.242
H -0.870 -7.626 -0.565 0.271
C -6.634 5.901 -3.453 -0.544
H 2.096 -1.573 6.843 0.268
H 8.845 -2.610 3.419 0.294
C -5.774 -0.578 -0.397 -0.296
H 2.150 2.786 -0.273 0.393
H -3.609 -3.945 -0.773 0.164
H 3.274 -0.178 4.196 0.413
C 2.794 -0.450 0.873 -0.637
O -6.739 5.793 -2.039 -0.518
H 5.188 -5.214 7.108 0.249
O 5.506 -4.179 5.341 -0.497
H 3.265 -3.260 -5.865 0.254
H -4.957 2.147 -2.042 0.253
C -1.940 1.763 -0.012 -1.188
C 3.021 1.083 0.776 0.439
H -4.465 11.441 -8.244 0.221
H -0.287 -1.524 4.911 0.401
C 5.727 -4.339 6.737 -0.543
C 6.068 1.462 3.438 -0.458
H 6.783 1.678 4.237 0.318
H -7.668 1.531 -0.735 0.337
O -1.241 -11.019 -0.596 -0.491
C -8.138 5.752 -7.333 -0.568
H 4.954 2.601 -3.479 0.273
H -5.911 9.586 -5.912 0.235
C -5.218 2.771 -1.179 -1.077
C -5.652 1.943 0.053 1.290
H 4.493 -0.717 -5.683 0.450
```

The HOMO-LUMO gap comes out at 0.212 Ha. Its total charge is -1. As for the total energy: -87873.0412 eV. The HOMO energy comes out at -4.0 eV.



Record 3
C7H41NO12 | ωB97M-V/def2-TZVPD

Geometry as XYZ:
```
61
Properties=species:S:1:pos:R:3:mulliken_charge:R:1
H 3.741 -1.490 0.667 0.387
H -1.635 -3.331 -1.079 0.188
H -1.940 0.368 1.156 0.619
C 0.355 -2.219 -2.281 -1.796
H -3.047 -2.068 2.283 0.565
H -1.347 -1.053 -0.836 -0.212
H -0.280 2.407 -0.798 0.265
H 0.212 3.692 2.679 0.448
H 2.640 -1.325 2.684 0.283
H -0.540 -2.156 1.820 0.148
H 1.213 -1.171 -0.603 0.020
C 0.760 0.290 -2.984 -1.380
H 1.283 -2.514 -2.689 0.477
C -1.079 -0.163 1.462 -1.571
H -2.455 -3.386 1.346 0.456
H 0.753 0.268 2.889 0.519
H 0.960 0.535 4.254 0.233
O -1.065 2.855 -0.820 -0.517
H -0.988 -0.027 2.511 0.710
O -1.271 2.990 2.880 -0.729
H 1.291 0.591 -3.932 0.296
O 2.317 1.823 1.495 -0.739
H -2.581 -2.527 -3.853 0.330
H -0.099 5.100 -1.055 0.279
C -1.236 -1.649 1.059 0.144
O 3.567 -2.413 1.113 -0.738
H -1.064 -0.631 -3.019 -0.771
H -3.581 -1.922 0.784 0.180
H -0.850 4.515 0.141 0.378
H -0.122 -1.223 -4.377 0.624
H 2.200 1.568 2.437 0.305
H 4.930 0.442 -0.170 0.274
O -0.078 5.118 -0.124 -0.692
O -2.937 0.224 -2.341 -0.716
O 0.780 1.026 3.512 -0.638
H 1.866 2.794 1.624 0.407
H -1.350 2.587 2.130 0.347
H -2.888 -4.251 -1.338 0.287
N -0.851 -1.737 -0.288 0.750
H -3.723 -0.370 -2.299 0.261
H -1.939 -1.535 -4.875 0.302
H -0.169 0.285 0.955 0.226
H 1.476 0.172 -2.181 0.257
H 0.972 -2.840 -0.332 0.752
H 4.348 -2.894 0.644 0.320
H 1.486 -1.748 1.859 0.241
O 4.186 0.056 0.138 -0.646
H 3.596 0.741 0.517 0.329
C -0.040 -1.035 -3.216 1.425
H -2.258 -0.234 -2.925 -0.090
H -0.267 -3.071 -2.643 0.460
O 1.668 -1.223 2.644 -0.654
C -2.665 -2.354 1.360 -1.821
H 0.779 4.629 1.696 0.330
H 0.198 1.064 -2.803 0.400
C 0.491 -2.017 -0.717 -0.029
O 1.070 3.951 2.317 -0.726
O -2.125 -3.747 -1.775 -0.700
H -0.814 2.286 3.226 0.408
H -1.738 2.375 -1.154 0.218
O -2.590 -1.611 -4.217 -0.683
```

The HOMO-LUMO gap comes out at 0.339 Ha. Its total charge is 0. As for the total energy: -33981.3074 eV. The HOMO energy comes out at -8.8 eV.



Record 4
C22H39F13N4O2PSi2 | ωB97M-V/def2-TZVPD

Geometry as XYZ:
```
83
Properties=species:S:1:pos:R:3:mulliken_charge:R:1
O 3.029 -0.361 -5.319 -0.447
F -1.590 1.981 2.756 -0.290
F 0.181 4.124 3.616 -0.298
H 2.182 -0.955 -1.646 0.181
C 5.749 0.538 -5.765 -1.003
C -4.684 -2.028 4.121 -1.290
H 4.129 3.288 -4.982 0.389
H 3.182 0.384 -2.217 0.454
C -2.138 -1.403 0.778 1.632
P -3.127 -1.205 3.551 0.401
H 2.554 2.606 -4.544 0.275
F 1.212 0.797 3.983 -0.292
F -1.979 3.511 7.064 -0.300
H -4.097 -1.915 1.414 0.595
H -3.425 0.942 1.576 0.077
H -1.732 0.667 0.435 1.159
N -1.575 -2.720 1.067 -0.527
H -6.403 0.253 -0.158 0.232
C 0.517 3.043 4.331 0.474
C 3.623 2.391 -4.622 -1.014
H 0.717 -0.102 1.736 0.531
F -2.562 4.412 3.743 -0.225
C 3.480 1.513 -7.517 -1.041
C 4.517 -2.174 -3.630 -1.017
F -0.135 2.272 1.189 -0.368
C -0.341 0.094 1.958 -0.986
H -4.628 -2.272 5.184 0.402
C 0.559 -3.416 1.932 -1.480
C -2.788 3.907 4.944 0.651
H -4.075 -0.401 -1.846 0.423
H 4.000 2.166 -3.622 0.294
H 4.879 -2.705 -4.514 0.287
H 1.083 -4.331 1.612 0.513
C -4.356 0.188 -0.032 0.347
C 0.296 -2.980 -0.594 -1.140
H 1.486 0.276 -2.716 0.244
H -0.573 -0.515 2.832 0.027
H 1.265 -2.626 2.202 0.268
F 1.825 2.274 2.586 -0.312
H -2.082 -1.724 -1.422 0.418
H 1.527 -3.287 -3.346 0.199
H -5.550 -1.392 3.917 0.356
F -1.052 1.504 5.348 -0.275
C 2.387 -0.307 -2.502 -0.861
H 0.607 -2.228 -4.423 0.273
C -1.144 -0.231 0.679 -1.624
N -5.550 0.738 -0.394 -0.462
C -0.487 2.705 5.492 0.608
C -0.378 1.578 2.323 0.944
C 1.593 -2.663 -4.241 -0.926
H 4.086 2.378 -7.792 0.303
F -3.426 2.759 4.812 -0.240
H 6.092 0.350 -4.745 0.297
C -0.355 -2.981 0.781 0.867
F -3.621 4.744 5.560 -0.281
H 2.429 1.800 -7.582 0.286
O -1.941 -2.260 4.020 -0.555
N -4.020 0.151 1.313 -0.147
C -2.802 -1.511 -0.630 -1.736
H 4.407 -2.895 -2.817 0.375
F 1.701 3.323 4.879 -0.298
H 6.335 1.362 -6.175 0.385
H -3.485 -2.369 -0.574 0.546
F 0.260 2.585 6.599 -0.318
C 0.780 1.880 3.331 0.524
H 3.666 0.723 -8.247 0.293
H -5.598 1.617 -0.890 0.242
H -1.298 -1.766 4.547 0.370
F -0.941 4.991 5.970 -0.277
H -0.077 -3.817 -1.197 0.354
H -4.782 -2.981 3.576 0.380
H 5.947 -0.356 -6.361 0.286
H -0.439 -0.321 -0.151 0.232
Si 2.885 -1.333 -3.995 0.358
C -3.367 -1.132 1.689 -0.531
H 0.177 -2.057 -1.173 0.203
H 1.847 -3.308 -5.083 0.343
H 5.275 -1.445 -3.338 0.316
N -3.560 -0.264 -0.979 0.028
H -0.082 -3.728 2.760 0.345
H 1.377 -3.126 -0.472 0.459
C -1.526 3.817 5.840 0.668
Si 3.923 0.956 -5.791 0.450
```

The HOMO-LUMO gap comes out at 0.250 Ha. Its total charge is +1. As for the total energy: -93870.0903 eV. The HOMO energy comes out at -11.2 eV.